Computed, not measured: a single C13H16N2O2 molecule, with the ωB97M-V functional and the def2-TZVPD basis.

Geometry as ORCA input:
```
! wB97M-V def2-TZVPD RIJCOSX def2/J DEFGRID3
* xyz 0 1
C -2.147 -3.283 -0.042
H -2.608 -4.265 0.060
O -3.175 -2.351 0.169
C -2.855 -1.018 0.138
C -1.596 -0.520 -0.126
C -1.417 0.866 -0.112
C -2.506 1.721 0.163
C -3.776 1.213 0.416
C -3.933 -0.152 0.402
H -4.895 -0.599 0.594
H -4.611 1.865 0.620
N -2.044 3.006 0.113
C -0.711 2.986 -0.181
C -0.279 1.700 -0.333
C 1.093 1.215 -0.660
H 1.022 0.484 -1.471
H 1.716 2.040 -1.007
C 1.756 0.538 0.554
N 2.772 -0.409 0.156
C 4.102 -0.177 0.263
O 4.561 0.808 0.795
C 4.947 -1.284 -0.337
H 4.818 -1.304 -1.417
H 5.992 -1.099 -0.110
H 4.653 -2.250 0.068
H 2.460 -1.219 -0.357
H 2.245 1.280 1.187
H 0.996 0.015 1.142
H -0.154 3.900 -0.270
H -2.597 3.833 0.266
H -0.760 -1.167 -0.338
H -1.351 -3.184 0.705
H -1.719 -3.190 -1.048
*
```

E_tot = -764.985733 hartree
HOMO level = -7.9116 eV
SMILES = COc1ccc2[nH]cc(CCNC(C)=O)c2c1
M = 232.283 g mol⁻¹
frontier orbital gap = 8.5 eV
lowest unoccupied orbital energy = 0.61 eV

Atom charges from the natural (NBO) analysis, given in e for atoms 1 to 4: -0.2499, 0.1993, -0.4975, 0.2915

Computed, not measured: a single C13H16N2O5 molecule in a non-equilibrium geometry, with the ωB97M-V functional and the def2-TZVPD basis.

Geometry as ORCA input:
```
! wB97M-V def2-TZVPD RIJCOSX def2/J DEFGRID3
* xyz 0 1
C -0.151 -1.429 1.997
C 0.707 -0.187 1.268
C 0.591 -1.811 3.235
C 0.028 -1.003 4.301
C 0.471 -0.856 -1.210
C 1.543 -2.100 -1.669
C 0.420 0.030 -2.353
C -0.376 1.378 -2.010
C -1.762 1.404 -1.717
C 0.243 2.634 -2.236
C -2.295 2.538 -1.122
C -0.471 3.767 -2.247
C -1.625 3.740 -1.454
H -1.390 -2.007 0.684
H -0.198 -3.199 0.545
H -1.081 -0.967 2.354
H 1.674 -1.669 2.973
H 0.456 -2.906 3.325
H 1.352 0.236 3.828
H 1.544 0.654 -0.266
H -0.439 -1.398 -1.168
H 1.343 0.106 -2.851
H -0.159 -0.384 -3.165
H -2.225 0.375 -1.768
H 1.213 2.758 -2.627
H -3.342 2.550 -0.742
H -0.119 4.818 -2.427
H -2.006 4.661 -0.907
H 1.594 -3.956 -1.262
N -0.610 -2.374 1.014
N 0.978 -0.221 -0.069
O 0.920 0.861 1.865
O -0.940 -1.247 5.030
O 0.532 0.246 4.432
O 2.486 -1.835 -2.353
O 1.093 -3.210 -1.230
*
```

E_tot = -990.589865 hartree
HOMO level = -9.0193 eV
SMILES = N[C@@H](CC(=O)O)C(=O)N[C@@H](Cc1ccccc1)C(=O)O
M = 280.280 g mol⁻¹
frontier orbital gap = 9.1 eV
lowest unoccupied orbital energy = 0.05 eV

Atom charges from the natural (NBO) analysis, given in e for atoms 1 to 4: -0.0863, 0.6713, -0.5544, 0.7658

Computed, not measured: a single C13H16N4OS molecule in a non-equilibrium geometry, with the ωB97M-V functional and the def2-TZVPD basis.

Geometry as ORCA input:
```
! wB97M-V def2-TZVPD RIJCOSX def2/J DEFGRID3
* xyz 0 1
N 1.318 -1.274 -2.518
S 0.828 0.165 2.426
C 0.899 -0.974 -1.459
N -3.386 3.460 -1.145
O -3.315 1.648 -2.458
C 1.212 -0.768 1.081
C -3.935 2.845 -2.178
C 0.433 -0.555 -0.175
C -0.782 0.060 -0.109
C -1.646 0.318 -1.302
C -2.404 1.440 -1.440
N -2.464 2.590 -0.658
N 2.224 -1.736 1.297
C -5.129 3.412 -2.869
C -1.504 3.045 0.323
C 2.791 -2.654 0.302
C 2.849 -1.890 2.641
C 3.956 -3.298 1.046
C 3.584 -3.166 2.524
H -1.252 0.339 0.844
H -1.573 -0.373 -2.151
H -5.668 2.683 -3.488
H -4.828 4.253 -3.488
H -5.776 3.808 -2.097
H -1.536 4.152 0.440
H -1.671 2.599 1.317
H -0.481 2.819 0.031
H 1.986 -3.357 -0.025
H 3.149 -2.139 -0.566
H 2.179 -1.921 3.513
H 3.626 -1.108 2.779
H 4.087 -4.349 0.796
H 4.877 -2.810 0.837
H 4.419 -3.216 3.220
H 2.932 -4.050 2.708
*
```

E_tot = -1197.335007 hartree
HOMO level = -7.5695 eV
SMILES = CC1=NN(C)/C(=C\C=C(/C#N)C(=S)N2CCCC2)O1
M = 276.365 g mol⁻¹
frontier orbital gap = 7.3 eV
lowest unoccupied orbital energy = -0.23 eV

Atom charges from the natural (NBO) analysis, given in e for atoms 1 to 4: -0.3362, -0.2242, 0.2824, -0.2703

Computed, not measured: a single C13H16O2 molecule in a non-equilibrium geometry, with the ωB97M-V functional and the def2-TZVPD basis.

Geometry as ORCA input:
```
! wB97M-V def2-TZVPD RIJCOSX def2/J DEFGRID3
* xyz 0 1
C 3.747 -0.895 0.283
C 3.481 -0.366 -0.943
C 2.973 -0.525 1.380
C 2.386 0.512 -1.099
C 1.852 0.289 1.301
C 1.489 0.735 0.021
C -2.534 -0.048 0.076
C -1.570 -0.834 -0.400
C -2.210 1.410 0.309
C -0.779 1.739 0.672
C 0.213 1.322 -0.302
C -3.955 -0.452 0.246
C 0.021 -2.631 -0.596
O 0.258 2.023 -1.473
O -1.366 -2.102 -0.753
H 4.645 -1.377 0.484
H 4.054 -0.466 -1.827
H 3.439 -0.873 2.424
H 2.144 1.102 -2.045
H 1.248 0.463 2.181
H -2.570 1.978 -0.590
H -2.908 1.868 1.097
H -0.758 2.849 0.831
H -0.549 1.225 1.624
H -4.607 0.245 -0.490
H -4.449 -0.100 1.124
H -4.148 -1.475 -0.119
H 0.733 -1.756 -0.448
H 0.127 -3.153 -1.562
H 0.059 -3.346 0.146
H -0.467 2.636 -1.553
*
```

E_tot = -655.243675 hartree
HOMO level (spin up / spin down) = -7.7186 / -6.6697 eV
M = 204.269 g mol⁻¹
frontier orbital gap (spin up / spin down) = 7.9 / 7.1 eV
lowest unoccupied orbital energy (spin up / spin down) = 0.13 / 0.46 eV

Atom charges from the natural (NBO) analysis, given in e for atoms 1 to 4: -0.2513, -0.2107, -0.1881, -0.2013

Computed, not measured: a single C13H16S molecule in a non-equilibrium geometry, with the ωB97M-V functional and the def2-TZVPD basis.

Geometry as ORCA input:
```
! wB97M-V def2-TZVPD RIJCOSX def2/J DEFGRID3
* xyz 0 1
C 2.062 -2.947 -1.414
C 2.545 -1.733 -1.595
C 0.718 -3.177 -1.017
C 0.500 -0.864 -0.407
C -0.051 -2.179 -0.579
C -0.229 -0.084 0.446
C 1.741 -0.540 -1.165
C 2.073 0.700 -1.559
C -1.685 -0.638 0.707
C 0.173 1.018 1.336
C 1.228 1.890 -1.813
C -2.630 0.402 0.127
C -2.107 -0.795 2.177
S -1.639 -2.299 -0.027
H 2.679 -3.822 -1.642
H 3.638 -1.677 -1.745
H 0.378 -4.299 -1.141
H 2.971 0.726 -2.055
H 0.618 0.611 2.236
H -0.572 1.714 1.538
H 1.005 1.730 0.910
H 0.264 1.800 -1.336
H 1.154 2.072 -2.922
H 1.549 2.944 -1.611
H -3.607 0.104 0.421
H -2.334 0.694 -1.009
H -2.507 1.221 0.867
H -3.168 -0.749 2.177
H -1.608 -0.108 2.787
H -1.982 -1.852 2.456
*
```

E_tot = -903.033644 hartree
HOMO level (spin up / spin down) = -7.0004 / -7.0007 eV
SMILES = C/C=c1/cccc2c1=C(C)C(C)(C)S2
M = 204.338 g mol⁻¹
frontier orbital gap (spin up / spin down) = 7.2 / 7.2 eV
lowest unoccupied orbital energy (spin up / spin down) = 0.16 / 0.16 eV

Atom charges from the natural (NBO) analysis, given in e for atoms 1 to 4: -0.2051, -0.2150, -0.2725, -0.0919

Computed, not measured: C13H17BaNO5 as an isolated structure, with the ωB97M-V functional and the def2-TZVPD basis.

Geometry as ORCA input:
```
! wB97M-V def2-TZVPD RIJCOSX def2/J DEFGRID3
* xyz 0 1
Ba 0.199 -0.821 0.239
O -0.409 1.927 0.042
C -1.750 2.349 0.377
C -2.688 1.167 0.507
N -2.199 0.103 1.394
C -3.031 -1.124 1.263
C -2.275 -1.929 0.187
O -2.289 -1.491 -0.983
O -1.395 -2.736 0.622
C -1.842 0.551 2.752
C -0.351 0.974 2.777
O -0.037 2.162 2.871
O 0.453 0.005 2.534
H 0.132 2.233 0.790
H -2.112 3.006 -0.415
H -1.702 2.922 1.302
H -2.869 0.716 -0.469
H -3.642 1.546 0.908
H -4.054 -0.878 0.968
H -3.014 -1.667 2.203
H -1.965 -0.289 3.432
H -2.470 1.393 3.062
C 1.571 -0.641 -3.714
C 2.299 -0.662 -2.401
C 2.602 0.521 -1.727
C 3.245 0.504 -0.494
C 3.601 -0.707 0.089
C 3.312 -1.895 -0.575
C 2.662 -1.870 -1.802
H 1.974 -1.379 -4.407
H 1.642 0.337 -4.191
H 0.507 -0.864 -3.601
H 2.327 1.470 -2.171
H 3.466 1.434 0.013
H 4.096 -0.723 1.050
H 3.580 -2.844 -0.127
H 2.426 -2.801 -2.305
*
```

E_tot = -962.148923 hartree
HOMO level = -8.8273 eV
M = 404.609 g mol⁻¹
frontier orbital gap = 9.0 eV
lowest unoccupied orbital energy = 0.20 eV

Atom charges from the Mulliken analysis, given in e for atoms 1 to 4: 1.9392, -0.5271, -0.7608, -0.8202

Computed, not measured: C13H17BeIN2OS as an isolated structure in a non-equilibrium geometry, with the ωB97M-V functional and the def2-TZVPD basis.

Geometry as ORCA input:
```
! wB97M-V def2-TZVPD RIJCOSX def2/J DEFGRID3
* xyz 2 1
C -5.738 0.790 0.516
C -5.395 0.496 -1.068
O -4.333 -0.529 -1.269
C -3.055 -0.084 -0.692
C -1.739 -0.934 -1.175
C -0.422 -0.537 -0.224
C 1.053 -1.300 -0.377
C 2.370 -0.952 0.567
C 3.838 -1.682 0.427
C 4.772 -0.793 -0.628
C 3.912 -0.260 -1.937
I 5.661 0.994 0.296
C 2.194 0.197 1.725
N 3.137 0.748 2.772
S 2.279 1.971 3.743
N 0.643 2.055 3.042
C 0.789 1.009 1.952
C -0.502 0.629 0.972
H -6.889 0.930 0.741
H -5.295 -0.102 1.158
H -5.118 1.765 0.807
H -4.981 1.506 -1.512
H -6.396 0.213 -1.605
H -3.132 -0.207 0.476
H -2.863 1.044 -1.023
H -1.456 -0.760 -2.322
H -2.018 -2.088 -1.079
H 1.181 -2.157 -1.196
H 3.711 -2.806 0.060
H 4.310 -1.675 1.523
H 5.672 -1.494 -0.946
H 3.163 0.603 -1.610
H 4.630 0.178 -2.781
H 3.303 -1.194 -2.359
H -1.500 1.233 1.213
Be 4.214 3.194 1.813
*
```

E_tot = -1399.695856 hartree
HOMO level = -14.2237 eV
M = 385.275 g mol⁻¹
frontier orbital gap = 2.8 eV
lowest unoccupied orbital energy = -11.39 eV

Atom charges from the natural (NBO) analysis, given in e for atoms 1 to 4: -0.6715, -0.0810, -0.5429, -0.0745